1.
The following is a quantum chemistry calculation of a 3-piece molecular cluster, C13H28N2O9S overall, from OMol25.

Each line ends with the Mulliken charge.
CARTESIAN COORDINATES (ANGSTROEM)
C: -3.69 -2.03 -5.82  -0.874
C: -0.62 -1.81 2.06  0.159
O: -0.99 -3.15 2.16  -0.357
H: 3.19 -1.06 4.91  0.284
S: 0.02 -4.31 1.53  0.660
C: 2.52 -3.56 1.60  -0.574
H: 0.45 -1.67 2.25  -0.100
H: 3.06 -2.74 3.48  0.253
O: -5.63 -0.67 -5.97  -0.555
C: -0.42 6.11 0.16  -0.928
C: -4.69 -1.01 -5.31  0.708
O: 1.31 -3.85 2.37  -0.365
H: 2.23 -3.06 0.67  0.389
H: 1.51 5.69 -0.69  0.312
C: 3.88 -0.24 3.14  -0.923
O: -0.91 -1.34 0.73  -0.129
N: 3.04 -0.24 4.34  -0.572
H: -1.26 5.58 0.61  0.269
C: -3.46 -0.82 -3.21  -0.427
C: 3.42 -2.67 2.45  -0.620
H: 2.06 -0.21 4.11  0.200
O: -0.08 -0.14 -0.80  -0.326
H: -2.96 -1.50 -6.43  0.246
H: 4.43 -3.10 2.45  0.406
H: -3.38 -1.91 -3.17  0.360
C: 3.48 -1.20 2.02  0.150
H: 4.91 -0.45 3.46  0.396
O: 1.25 4.46 0.87  -0.380
H: -1.76 -0.47 -4.50  0.260
H: -1.22 -1.26 2.77  0.279
C: -2.14 -0.16 -3.53  -0.571
H: -0.78 6.66 -0.71  0.350
H: 4.19 -1.09 1.20  0.399
O: -4.50 -0.42 -4.11  -0.378
H: -0.03 6.82 0.89  0.294
O: 1.30 2.78 2.28  -0.584
H: -0.90 3.13 -0.09  0.303
C: -0.65 2.88 0.93  -0.493
H: 2.51 -0.89 1.62  -0.152
C: 0.68 5.15 -0.25  -0.368
N: 0.16 -0.59 0.25  0.247
H: -1.41 3.30 1.59  0.270
O: -0.50 -5.49 2.14  -0.525
H: -1.40 -0.44 -2.77  0.090
C: 0.70 3.35 1.40  0.743
H: -0.67 1.80 1.05  -0.112
H: -3.16 -2.57 -5.04  0.295
H: 3.89 0.77 2.74  0.357
H: -3.82 -0.50 -2.23  0.293
H: 2.99 -4.50 1.35  0.424
H: -4.22 -2.72 -6.46  0.306
H: 0.33 4.43 -1.00  0.329
H: -2.25 0.92 -3.53  0.281

Calculated values
Kohn-Sham gap (eV): 8.83

***

2.
The following is a quantum chemistry calculation of an isolated ion of composition C5H11N4 and charge +1, from OMol25.

Each line ends with the Mulliken charge.
CARTESIAN COORDINATES (ANGSTROEM)
C: -2.92 -0.68 0.22  -0.588
N: 1.01 -0.93 1.19  -0.582
H: -1.46 -2.22 0.34  0.397
H: 1.03 -0.49 2.10  0.238
H: -3.83 -1.34 0.20  0.349
H: -3.72 1.36 0.06  0.405
C: -2.86 0.66 -0.02  -0.122
C: 1.35 -0.32 -1.19  -1.471
N: -0.78 -0.08 -0.03  0.250
H: 1.35 1.70 1.40  0.219
H: 1.65 1.90 -0.42  0.269
H: 1.88 -1.42 1.07  0.243
H: 0.76 -1.25 -1.49  0.327
N: 1.08 1.49 0.40  -0.602
C: 0.74 0.16 0.07  0.831
N: -1.58 0.96 -0.19  -0.295
H: -1.23 1.89 -0.06  0.301
H: 1.21 0.50 -1.93  0.452
H: 2.36 -0.65 -0.99  0.391
C: -1.63 -1.15 0.22  -0.012

Calculated values
SMILES string: CC(N)(N)[n+]1ccc[nH]1
Kohn-Sham gap (eV): 10.66
Energy above the lowest of the compared OMol25 structures with the same formula, charge and spin (kJ/mol): 152.5
Total charge: +1

***

3.
The following is a quantum chemistry calculation of C26H26N3PSeSn as an isolated structure, from OMol25.

Each line ends with the Mulliken charge.
CARTESIAN COORDINATES (ANGSTROEM)
C: -4.61 0.71 1.62  -0.211
H: 3.18 -2.88 -1.79  0.275
H: 2.27 -4.89 -2.84  0.430
C: -1.74 -1.06 3.87  0.348
C: -3.25 -1.27 5.65  -0.571
H: 2.14 4.44 -5.44  0.417
C: -3.59 1.61 1.90  -0.700
H: 1.44 1.18 4.95  0.369
H: -1.57 2.16 1.40  0.413
C: 2.40 1.34 -3.15  0.487
C: 1.94 2.56 -2.64  -0.497
H: 3.16 0.33 -4.90  0.457
C: -0.04 -0.35 2.59  -0.228
C: -2.39 1.47 1.22  -0.245
H: -0.30 -2.49 -5.28  0.440
Se: 1.25 -0.25 1.20  -0.204
C: -4.41 -0.27 0.66  -0.837
H: 4.64 0.62 -1.15  0.412
H: -1.22 -1.94 1.97  0.290
P: 2.51 -0.06 -2.02  0.438
H: 4.82 -0.55 -2.48  0.441
C: -1.09 -0.02 4.52  0.813
H: 0.63 -0.46 -4.27  0.451
H: -2.96 0.09 7.29  0.434
C: -3.19 -0.32 0.02  -0.055
H: -5.56 0.79 2.13  0.443
H: -5.19 -0.97 0.40  0.441
H: 4.37 -1.10 -0.85  0.452
C: 1.97 -1.52 -2.94  0.664
H: -1.01 1.24 6.29  0.477
N: -2.19 0.52 0.30  -0.052
H: -3.33 -2.53 3.91  0.462
C: -2.60 -0.21 6.32  -0.687
C: 1.90 -3.92 -3.14  -0.667
Sn: -0.10 0.18 -1.07  0.895
H: -4.10 -1.74 6.13  0.440
N: -0.04 0.39 3.70  0.352
C: 2.69 2.38 -5.31  -0.719
C: 0.97 -1.42 -3.92  -0.211
C: -1.51 0.43 5.77  -0.709
H: 1.70 2.65 -1.59  0.510
N: -1.05 -1.23 2.67  0.381
C: -2.84 -1.71 4.41  -0.928
H: 2.99 2.31 -6.35  0.418
H: 1.49 4.62 -3.06  0.420
C: 0.45 -2.57 -4.50  -0.822
H: -3.00 -1.07 -0.75  0.384
C: 1.84 3.68 -3.46  -0.726
C: 2.78 1.26 -4.49  -0.340
C: 0.88 1.47 4.06  -0.953
C: 4.26 -0.30 -1.59  -1.225
H: 0.52 -4.71 -4.58  0.425
C: 0.91 -3.82 -4.12  -0.493
H: 1.57 1.64 3.23  0.283
C: 2.41 -2.78 -2.55  -0.654
H: -3.71 2.40 2.62  0.467
H: 0.31 2.37 4.25  0.367
C: 2.21 3.58 -4.80  -0.462

Calculated values
Kohn-Sham gap (eV): 6.79
Energy above the lowest of the compared OMol25 structures with the same formula, charge and spin (kJ/mol): 96.1
Total charge: +2

***

4.
The following is a quantum chemistry calculation of a 9-piece molecular cluster, C36H99N9O9 overall, from OMol25.

Each line ends with the Mulliken charge.
CARTESIAN COORDINATES (ANGSTROEM)
H: -0.90 0.14 -3.68  -0.152
H: -1.22 0.77 -1.38  -0.007
H: 2.08 -2.78 -1.09  -0.339
C: -1.26 0.46 -0.33  -0.006
H: -3.10 -7.10 4.70  0.357
H: -0.19 0.98 1.49  0.090
H: -1.49 -7.02 5.34  0.334
H: 3.13 4.03 -0.02  -0.533
H: 0.74 2.29 3.22  -0.305
H: -6.59 2.00 2.49  0.454
O: -0.89 -3.43 3.08  -0.184
H: 0.75 2.25 -1.09  0.238
H: -0.81 -0.54 -0.34  -0.513
N: -1.21 -6.55 2.77  -0.735
H: 3.82 -2.97 -2.93  -0.151
H: -1.54 -4.11 -6.39  0.399
H: 2.74 6.37 0.71  0.477
H: -3.56 1.90 -1.39  -0.902
H: -0.89 -0.76 -5.21  0.402
H: -8.29 0.27 0.32  0.278
H: -7.85 1.62 -0.71  0.314
H: 1.70 3.66 1.74  -0.489
O: -6.42 1.09 0.61  -0.281
H: 3.05 1.31 -1.52  0.385
N: -1.12 2.72 0.67  -0.339
C: -6.18 1.11 2.00  -1.140
H: -4.29 2.46 0.84  -0.165
H: 5.32 -1.48 -0.54  0.207
O: 5.70 -2.15 -2.44  -0.409
H: -0.55 -4.00 1.23  0.045
H: -1.20 3.68 3.64  0.213
H: 1.53 -2.43 -3.89  -0.092
H: -1.46 -4.70 -4.75  0.335
H: 3.06 3.16 3.94  0.532
C: 2.13 3.32 4.49  -1.853
N: -4.01 2.24 1.80  0.002
H: -2.85 -3.35 2.40  0.287
C: 5.19 4.19 -0.44  -0.919
H: 6.51 -2.77 -0.66  0.421
H: 4.24 -0.64 -5.73  0.458
O: 1.47 0.41 -0.48  -0.048
N: 1.00 -4.54 -5.61  -0.759
C: -2.08 -2.73 2.87  -0.641
C: -3.55 2.30 -3.54  -1.693
C: -1.87 -5.63 3.69  0.584
C: 0.90 1.67 -0.16  -0.375
H: 5.38 3.15 -0.14  0.360
C: 2.05 -4.36 1.30  -1.061
O: -4.84 3.87 -0.46  -0.187
H: 0.25 4.19 1.90  0.395
C: 4.20 -1.09 -4.74  -0.961
N: 1.14 4.19 2.41  -0.552
H: 4.09 -3.05 -6.44  0.241
H: -4.78 -0.15 4.10  0.445
H: -2.50 3.33 5.48  0.194
C: 3.97 4.64 0.33  1.337
H: 4.77 -4.23 -5.60  0.228
H: -1.52 4.43 6.56  0.304
C: -0.98 -4.44 4.07  -0.787
H: -3.29 0.73 3.79  0.314
H: -2.60 2.82 -3.53  0.364
H: -5.32 0.70 -2.59  0.293
H: 0.63 -0.28 -4.43  0.158
C: -4.69 0.99 2.22  0.821
N: 4.21 4.37 1.76  -0.507
H: 1.60 2.21 0.49  -0.192
C: 1.12 -4.29 0.10  0.313
H: 4.97 4.98 2.06  0.278
H: -2.27 0.35 0.04  -0.048
H: 6.08 4.77 -0.15  0.483
H: 3.41 4.75 2.26  0.350
C: 4.87 -2.95 -3.26  0.018
H: -2.78 -5.27 3.20  0.211
H: 2.12 -5.38 1.71  0.470
H: 5.22 -4.00 -3.23  0.322
C: 3.60 6.10 0.08  -1.759
H: -4.68 1.63 4.32  0.346
H: 2.04 2.54 5.25  0.384
H: -0.33 -6.90 3.13  0.308
H: 3.14 -1.17 -4.47  -0.085
H: -3.52 4.38 -1.94  0.330
C: 0.50 -2.81 -3.93  -0.065
H: -1.79 2.74 6.98  0.267
H: 3.13 -0.44 -1.32  -0.166
C: -0.32 3.77 4.29  -0.638
H: 4.45 6.74 0.29  0.349
H: -2.48 -2.31 3.81  0.429
H: -0.88 -4.55 -0.23  0.276
H: -5.68 5.72 -0.90  0.386
H: -4.29 0.16 1.64  0.133
H: -2.67 -5.75 5.73  0.380
H: -2.02 -3.08 -4.97  0.286
C: 0.15 -3.38 -5.29  0.400
H: 0.05 -4.79 4.19  0.249
C: -4.20 2.33 -2.18  2.043
C: 1.14 -2.92 -0.56  -0.609
H: 5.93 -2.36 -5.03  0.452
N: 4.14 -3.43 -5.50  -0.538
H: -0.19 4.85 4.52  0.312
H: 6.89 4.76 -2.25  0.334
C: 2.82 0.49 -0.84  -0.544
H: -4.22 2.85 -4.21  0.421
O: -0.42 -1.82 -3.48  -0.399
H: 5.24 -3.72 1.56  0.213
O: 3.34 -3.94 0.88  -0.171
H: 6.44 3.08 -2.63  0.263
H: -4.71 5.67 0.56  0.285
H: 4.22 -4.72 2.58  0.343
H: -3.43 1.29 -3.93  0.362
H: 1.10 -2.10 0.16  0.377
C: 4.22 -3.81 1.95  -0.852
C: -4.44 3.79 -1.82  -1.305
H: 0.35 -2.62 -6.05  0.430
C: -0.40 -0.64 -4.24  -0.331
H: 3.45 0.58 0.06  0.297
H: 4.67 -0.36 -4.07  0.323
H: 0.91 -5.20 -4.84  0.319
C: 6.08 4.12 -2.61  -0.757
H: -1.42 3.00 -0.26  0.206
H: -1.86 -1.87 2.24  -0.052
O: -0.48 3.04 5.47  -0.309
H: 1.67 -3.67 2.07  0.421
C: -1.31 -3.80 -5.37  -1.545
C: -5.42 5.08 -0.05  -0.942
H: 4.79 -3.14 -0.84  0.259
H: 1.98 -4.26 -5.64  0.321
H: 3.19 6.25 -0.93  0.348
H: -6.69 0.25 2.48  0.397
H: -8.29 1.95 0.99  0.347
C: -7.80 1.25 0.31  -0.885
O: 4.93 4.28 -1.83  -0.300
H: -1.30 -3.96 5.01  0.352
C: 5.57 -2.41 -1.07  -0.685
C: -4.38 0.78 3.71  -1.687
H: -0.95 -6.05 1.91  0.417
C: -1.63 3.42 6.15  -0.664
H: 2.18 4.28 5.01  0.335
H: 5.83 4.40 -3.63  0.263
C: 0.93 3.31 3.57  1.780
H: 4.01 -2.93 2.56  0.334
C: -2.30 -6.40 4.94  -1.537
N: -0.24 -4.71 0.55  -0.431
N: -5.50 1.64 -2.25  -0.772
H: -6.29 4.91 0.58  0.240
C: -0.43 1.42 0.52  0.918
H: -4.37 3.00 2.38  0.260
H: 0.29 -2.74 -1.22  0.221
C: 4.90 -2.43 -4.67  0.075
H: 0.42 -3.60 -3.18  0.198
H: -5.87 1.48 -1.31  0.521
H: -5.22 4.17 -2.49  0.582
H: 1.47 -5.04 -0.61  0.375
H: -1.94 2.58 1.26  0.182

Calculated values
SMILES string: COC[C@H](C)N.COC[C@H](C)N.COC[C@H](C)N.COC[C@H](C)N.COC[C@H](C)N.COC[C@H](C)N.COC[C@H](C)N.COC[C@H](C)N.COC[C@H](C)N
Kohn-Sham gap (eV): 9.20
Energy above the lowest of the compared OMol25 structures with the same formula, charge and spin (kJ/mol): 8.8

***

5.
The following is a quantum chemistry calculation of a 2-piece molecular cluster, C6H9N2O overall, from OMol25.

Each line ends with the Mulliken charge.
CARTESIAN COORDINATES (ANGSTROEM)
O: -1.70 1.54 -0.97  -0.164
H: 3.03 -1.09 2.10  0.408
C: 2.31 -1.23 1.30  -0.236
C: 0.38 -1.24 -0.54  0.014
H: 0.23 1.43 -1.65  0.423
C: -2.66 2.25 -0.11  -0.605
H: 0.49 -3.25 -0.79  0.339
C: 1.96 -2.50 0.71  -0.309
H: -2.83 1.66 0.87  0.299
H: -3.55 2.56 -0.59  0.293
C: -0.45 1.75 -0.91  0.006
N: 0.73 -0.12 0.08  0.030
H: -0.56 -1.33 -1.23  0.265
C: 1.01 -2.46 -0.26  -0.291
H: 2.32 -3.54 0.92  0.345
N: 1.54 -0.18 1.08  -0.416
H: -2.21 3.25 0.25  0.317
H: -0.03 2.50 -0.25  0.284

Calculated values
Kohn-Sham gap (spin up / spin down) (eV): 4.40 / 7.39
Energy above the lowest of the compared OMol25 structures with the same formula, charge and spin (kJ/mol): 267.6
Total charge: +1
Multiplicity: 3

***

6.
The following is a quantum chemistry calculation of a 3-piece molecular cluster, H6O3 overall, from OMol25.

Each line ends with the Mulliken charge.
CARTESIAN COORDINATES (ANGSTROEM)
O: 0.77 -0.92 0.88  -0.635
H: -0.02 -0.38 0.93  0.326
H: 0.67 -1.57 1.58  0.307
H: 2.35 -1.47 -2.74  0.314
H: -2.40 1.70 2.13  0.317
H: -2.84 2.11 0.74  0.316
O: -2.34 1.45 1.21  -0.625
O: 2.12 -0.55 -2.78  -0.650
H: 1.69 -0.38 -1.94  0.329

Calculated values
SMILES string: O.O.O
Kohn-Sham gap (eV): 11.78
Energy above the lowest of the compared OMol25 structures with the same formula, charge and spin (kJ/mol): 46.8

***

| no. | maximum force (eV/A) |
| --- | --- |
| 1 | 0.23 |
| 2 | 4.81 |
| 3 | 0.54 |
| 4 | 1.41 |
| 5 | 4.70 |
| 6 | 0.40 |